Entry 1:
Density functional theory data (ωB97M-V/def2-TZVPD) for one molecule with the formula C5H10O in a non-equilibrium geometry.

```
16
Properties=species:S:1:pos:R:3:forces:R:3
C 2.441819 -0.276940 -0.364561 0.189 -1.589 -1.686
C 1.452160 0.903380 -0.062613 0.725 -0.865 -0.596
C 0.201067 0.838169 0.463030 0.502 1.086 -0.165
C -0.667937 -0.375277 0.780779 -0.289 -0.680 -0.744
C -1.845924 -0.546680 -0.305322 0.761 1.773 -1.185
H 2.370649 -0.655254 -1.631010 0.252 1.321 3.838
H 1.946383 -1.151179 0.222812 1.708 1.077 -1.018
H 3.712596 -0.128213 -0.138368 -4.226 -0.268 -0.432
H 1.851586 1.854556 -0.436958 -0.422 -0.066 0.622
H -0.270433 1.850172 0.635967 0.312 -1.324 -0.361
H -1.151093 -0.325639 1.807499 0.715 0.007 -1.143
H -0.033449 -1.326963 0.698609 -1.020 1.188 0.306
H -2.447825 -1.426064 -0.063673 -0.151 0.274 0.069
H -1.425799 -0.689863 -1.369125 -0.350 0.110 1.799
H -3.453769 0.753133 0.287347 3.458 -0.322 -3.427
O -2.680025 0.702669 -0.524418 -2.164 -1.721 4.123
```
Positions in Å, forces in eV/Å.

For the relative energy (zero: lowest compared OMol25 entry of this formula, charge and spin), the calculation gives 3.413 eV. The value obtained for the LUMO energy is 0.806 eV. The SMILES is C/C=C\CCO. The HOMO energy is -9.13 eV.

=====

Entry 2:
Density functional theory data (ωB97M-V/def2-TZVPD) for a 2-piece molecular cluster, C12H17N overall in a non-equilibrium geometry.

```
30
Properties=species:S:1:pos:R:3:forces:R:3
C 2.667795 -0.880329 2.473346 1.132 -0.800 -0.343
C -0.716248 -0.626414 0.941208 -0.997 -1.069 -0.608
C 0.335024 0.009156 1.621563 -0.293 -0.212 -0.832
C 1.386890 -0.970829 1.715223 0.140 0.484 0.920
C 0.918590 -2.117890 1.166002 -0.437 -0.146 -1.259
C -1.966569 -0.065129 0.690798 0.052 1.127 1.269
C -2.114841 1.235628 1.148425 -0.111 0.718 -0.475
C 0.149879 1.345502 1.980842 0.288 0.468 0.078
C -1.080248 1.947276 1.778010 0.265 -0.522 -0.044
N -0.341117 -1.912034 0.609478 0.849 0.542 1.241
H -0.855560 -2.545788 0.034665 -0.111 -0.131 -0.004
H -2.865287 -0.613523 0.456299 0.205 -0.257 -0.750
H 1.413045 -3.059248 0.986306 0.107 -0.015 0.261
H -2.992163 1.829439 0.896193 -0.247 -0.488 0.351
H 0.993006 1.945094 2.312396 -0.135 -0.173 0.439
H 3.000589 -1.922857 2.562234 0.094 0.190 0.441
H 2.661556 -0.425032 3.464220 -0.525 -0.074 -0.020
H -1.273708 2.943887 2.157902 0.144 0.048 -0.312
H 3.519989 -0.416618 1.960182 -0.423 0.294 -0.282
C -0.757284 0.651024 -2.913841 0.865 -0.110 -0.292
C 0.539147 1.400597 -2.533550 -1.240 0.917 0.890
C -0.659441 -0.817240 -2.496740 -0.238 -0.759 -1.469
H -1.622909 1.173408 -2.498421 0.181 -0.299 0.488
H -0.942978 0.747140 -3.987966 0.169 -0.257 -0.035
H 0.125847 2.331565 -2.115771 0.889 0.226 -0.238
H 1.279956 1.612029 -3.298472 -0.199 -0.107 -0.265
H 0.148486 -1.089353 -1.815652 -0.561 0.579 0.688
H -1.651003 -1.209628 -2.247918 0.329 -0.140 0.454
H 1.031907 0.918641 -1.691908 0.082 -0.147 -0.007
H -0.332360 -1.418475 -3.355047 -0.273 0.113 -0.283
```
Positions in Å, forces in eV/Å.

For the relative energy (zero: lowest compared OMol25 entry of this formula, charge and spin), the calculation gives 0.975 eV. The value obtained for the LUMO energy is 0.921 eV. The SMILES is Cc1c[nH]c2ccccc12.CCC. The HOMO energy is -7.84 eV.

=====

Entry 3:
Density functional theory data (ωB97M-V/def2-TZVPD) for a 2-piece molecular cluster, C2H4O2 overall in a non-equilibrium geometry.

```
8
Properties=species:S:1:pos:R:3:forces:R:3
O -0.152296 -2.025973 -1.512258 0.238 1.067 -0.303
C 0.412036 -2.573107 -0.620804 -0.081 -2.308 0.671
H 1.381624 -2.376816 -0.125070 0.011 1.015 -0.437
H 0.007541 -3.540868 -0.236694 -0.167 0.235 0.078
O 0.293140 3.448231 1.095928 -0.232 0.066 0.165
C -0.446974 2.630846 0.619684 0.918 0.079 -0.172
H -1.089998 2.001502 1.242424 -0.338 -0.063 0.086
H -0.405074 2.436187 -0.463208 -0.350 -0.092 -0.088
```
Positions in Å, forces in eV/Å.

For the relative energy (zero: lowest compared OMol25 entry of this formula, charge and spin), the calculation gives 2.550 eV. The value obtained for the LUMO energy is 0.636 eV. The SMILES is C=O.C=O. The HOMO energy is -10.22 eV.

=====

Entry 4:
Density functional theory data (ωB97M-V/def2-TZVPD) for a 3-piece molecular cluster, C4H15NO2 overall in a non-equilibrium geometry.

```
22
Properties=species:S:1:pos:R:3:forces:R:3
C -1.743286 -0.308881 0.618298 -0.006 -0.059 0.018
N -2.100299 -0.916397 -0.670850 0.315 -0.380 0.590
C -0.096580 0.138387 -1.673667 0.471 0.177 -0.921
C -0.943287 -1.134230 -1.572308 -0.580 0.669 0.444
C -0.085253 -2.301332 -1.108929 0.197 0.321 -0.478
H -0.781859 -0.630810 1.031807 0.097 -0.042 -0.049
H -1.718088 0.772181 0.544029 -0.007 0.187 -0.035
H -2.494006 -0.572480 1.360341 -0.143 0.050 -0.038
H -2.418834 -1.852683 -0.431233 -0.295 0.130 -0.229
H 0.279102 0.262958 -2.696332 -0.007 -0.248 0.027
H -0.617642 1.081954 -1.493561 -0.139 -0.322 0.338
H 0.808844 0.067735 -1.064537 -0.255 0.172 0.285
H -1.412624 -1.332448 -2.536477 0.271 -0.162 -0.148
H 0.795142 -2.366176 -1.747194 0.107 -0.215 -0.041
H 0.262494 -2.099204 -0.100500 0.050 -0.145 0.205
H -0.620390 -3.245624 -1.144690 -0.067 -0.126 0.042
H 3.242079 1.213213 0.114573 -0.027 0.112 0.123
H 4.435568 1.778190 0.869581 -0.122 0.045 0.048
O 3.474807 1.839522 0.811077 0.132 -0.136 -0.180
H 0.899070 3.485326 2.959666 -0.055 -0.101 0.174
H 0.123189 3.277323 4.275276 -0.076 0.161 0.010
O 0.711857 2.843482 3.655640 0.138 -0.088 -0.185
```
Positions in Å, forces in eV/Å.

For the relative energy (zero: lowest compared OMol25 entry of this formula, charge and spin), the calculation gives 1.250 eV. The value obtained for the LUMO energy is 0.698 eV. The SMILES is CNC(C)C.O.O. The HOMO energy is -8.76 eV.